(1)
This record from the OMol25 dataset describes a structure of composition C3H4N2O at a distorted geometry. The level of theory is ωB97M-V with the def2-TZVPD basis set.

Values from the calculation:
HOMO, eV: -10.02
HOMO-LUMO gap, eV: 10.4

```
! RIJCOSX wB97M-V def2-TZVPD def2/J DEFGRID3
* xyz 0 1
H 0.37477 -2.38707 -0.51363
N 0.17003 -1.30308 0.29922
H 0.34412 1.27109 1.05251
H 0.24521 1.73082 -0.70763
C -1.23820 0.33003 -0.07456
C 0.18840 0.95764 0.08203
N -1.28973 -0.93099 -0.10904
H -2.13415 0.81607 0.07626
C 1.04416 -0.25632 -0.01750
O 2.29537 -0.22819 -0.08767
*
```

---

(2)
This record from the OMol25 dataset describes an isolated molecule of C3H4N2O at a distorted geometry. The level of theory is ωB97M-V with the def2-TZVPD basis set.

Values from the calculation:
HOMO, eV: -9.22
SMILES: [H]/N=C(/C#C)NO
HOMO-LUMO gap, eV: 9.9

```
! RIJCOSX wB97M-V def2-TZVPD def2/J DEFGRID3
* xyz 0 1
O 0.69380 1.45651 -0.18137
N -1.63948 -1.17594 -0.06203
H -2.45020 -0.70456 -0.01367
H -1.31096 1.59351 -0.33282
H 2.77400 -1.72280 -0.06819
C 1.82389 -1.08668 -0.07569
C -0.59965 -0.38781 -0.07805
N -0.62259 0.95576 0.01344
C 0.66880 -0.75356 0.01585
H 0.66241 1.82556 0.78254
*
```

---

(3)
This record from the OMol25 dataset describes a structure of composition C3H4N2O at a distorted geometry. The level of theory is ωB97M-V with the def2-TZVPD basis set.

Values from the calculation:
HOMO, eV: -10.17
HOMO-LUMO gap, eV: 9.7

```
! RIJCOSX wB97M-V def2-TZVPD def2/J DEFGRID3
* xyz 0 1
H 0.62396 -0.34558 1.27185
O 2.11400 0.14780 -0.14730
H 2.31000 -1.12705 -0.13859
H -0.19049 -2.21276 0.31836
C -0.25857 -1.19719 -0.12290
C 0.65689 -0.10947 0.17381
H 0.33744 2.28358 -0.11113
N -1.50623 0.80202 -0.04286
N -1.52903 -0.70601 -0.08068
C -0.18934 1.23122 0.06620
*
```

---

(4)
This record from the OMol25 dataset describes a cluster of 2 separate species, C3H4N2O in total at a distorted geometry. The level of theory is ωB97M-V with the def2-TZVPD basis set.

Values from the calculation:
HOMO, eV: -9.35
HOMO-LUMO gap, eV: 9.1

```
! RIJCOSX wB97M-V def2-TZVPD def2/J DEFGRID3
* xyz 0 1
H 2.12706 -1.25748 0.55472
C -2.09976 0.93452 0.44597
H -0.27509 -0.12360 -1.47776
C -0.67742 -1.06796 -1.02454
H -1.07296 1.18685 0.24061
C 1.31091 -0.61715 0.22108
N 1.26868 0.63152 0.12890
H 2.16088 1.05367 0.38055
N -3.19591 0.66405 0.68444
O 0.19767 -1.39761 -0.08888
*
```

---

(5)
This record from the OMol25 dataset describes a structure of composition C3H4N2O. The level of theory is ωB97M-V with the def2-TZVPD basis set.

Values from the calculation:
HOMO, eV: -9.93
HOMO-LUMO gap, eV: 10.2

```
! RIJCOSX wB97M-V def2-TZVPD def2/J DEFGRID3
* xyz 0 1
C -0.71440 -0.10925 0.11512
O -2.01472 0.08789 0.46567
H -2.01690 0.42164 1.37256
H 2.51162 0.28202 0.04582
H -0.72986 -0.78612 -0.96740
C 1.46805 -0.01039 0.04281
C 0.35606 0.80003 0.14883
N -0.17301 -1.44154 0.01361
N 1.14064 -1.31239 -0.10174
H 0.29182 1.87474 0.24098
*
```

---

(6)
This record from the OMol25 dataset describes an isolated molecule of C3H4N2O. The level of theory is ωB97M-V with the def2-TZVPD basis set.

Values from the calculation:
HOMO, eV: -8.78
HOMO-LUMO gap, eV: 7.7

```
! RIJCOSX wB97M-V def2-TZVPD def2/J DEFGRID3
* xyz 0 1
H -1.20827 -1.71561 -1.33703
O -0.14456 1.71161 -0.09359
N 0.63111 -1.17510 -0.52724
C -1.32220 -0.16539 0.28171
C -0.08416 0.56871 0.74351
N 1.04111 -0.30647 0.33858
H -0.27299 1.39636 -1.00145
C -0.71322 -1.08160 -0.61204
H 2.03595 -0.15334 0.43916
H 0.03722 0.92084 1.76838
*
```

---

(7)
This record from the OMol25 dataset describes an isolated molecule of C3H4N2O at a distorted geometry. The level of theory is ωB97M-V with the def2-TZVPD basis set.

Values from the calculation:
HOMO (spin up / spin down), eV: -8.06 / -10.31
HOMO-LUMO gap (spin up / spin down), eV: 5.2 / 9.6

```
! RIJCOSX wB97M-V def2-TZVPD def2/J DEFGRID3
* xyz 0 1
H 2.10922 0.01490 -1.25417
O -0.10097 -0.80354 -1.77411
H -1.63431 0.75376 -0.91860
H 1.84852 -0.36652 0.36052
H -1.50768 -0.30297 2.81612
C 0.15108 -0.08393 -0.74819
N -0.69931 1.04504 -0.62763
C -1.09556 -0.27969 1.83933
N 1.52905 0.16604 -0.43732
C -0.60005 -0.14308 0.74403
*
```

---

(8)
This record from the OMol25 dataset describes an isolated molecule of C3H4N2O. The level of theory is ωB97M-V with the def2-TZVPD basis set.

Values from the calculation:
HOMO, eV: -9.27
SMILES: Nc1ccon1
HOMO-LUMO gap, eV: 10.3

```
! RIJCOSX wB97M-V def2-TZVPD def2/J DEFGRID3
* xyz 0 1
H -2.33757 -0.87110 -0.23629
H 2.71360 0.28379 0.41053
O 1.37449 -1.26830 0.32573
C 0.58482 0.76045 -0.07996
H -2.19863 0.76230 0.06104
N 0.01670 -1.42871 0.11259
N -1.79401 -0.03430 -0.41275
H 0.52180 1.81807 -0.28538
C 1.67951 0.02672 0.22561
C -0.44973 -0.22729 -0.12618
*
```

---

(9)
This record from the OMol25 dataset describes an isolated molecule of C3H4N2O at a distorted geometry. The level of theory is ωB97M-V with the def2-TZVPD basis set.

Values from the calculation:
HOMO, eV: -9.47
SMILES: C=N/N=C/C=O
HOMO-LUMO gap, eV: 8.9

```
! RIJCOSX wB97M-V def2-TZVPD def2/J DEFGRID3
* xyz 0 1
H 2.10727 -0.88200 1.31880
C -0.73455 0.41286 -0.11853
N 1.29022 -0.30173 -0.69109
O -2.36851 -1.05160 -0.06026
C -2.17286 0.20674 -0.04286
H 3.06452 -0.00033 0.11049
C 2.11413 -0.34135 0.28147
N 0.03531 -0.50735 -0.65739
H -0.21737 1.52117 -0.23479
H -3.11815 0.94359 0.09415
*
```

---

(10)
This record from the OMol25 dataset describes a cluster of 2 separate species, C3H4N2O in total at a distorted geometry. The level of theory is ωB97M-V with the def2-TZVPD basis set.

Values from the calculation:
HOMO, eV: -11.22
SMILES: N#CCN=C=O.[H][H]
HOMO-LUMO gap, eV: 11.6

```
! RIJCOSX wB97M-V def2-TZVPD def2/J DEFGRID3
* xyz 0 1
O 0.84423 -1.16100 -1.94765
N -2.04277 2.11539 -0.93440
C -1.58879 1.32965 -0.21821
H -0.81293 0.76330 1.64574
H -1.72691 -0.49611 0.80758
N 0.23731 -0.21297 0.14881
H 3.17110 -0.94343 -0.11436
C -1.00003 0.31158 0.66850
C 0.48126 -0.68928 -0.94402
H 2.79750 -0.60669 0.43233
*
```

---

(11)
This record from the OMol25 dataset describes an isolated molecule of C3H4N2O at a distorted geometry. The level of theory is ωB97M-V with the def2-TZVPD basis set.

Values from the calculation:
HOMO (spin up / spin down), eV: -7.74 / -7.05
HOMO-LUMO gap (spin up / spin down), eV: 7.7 / 6.5

```
! RIJCOSX wB97M-V def2-TZVPD def2/J DEFGRID3
* xyz 0 1
H -1.77589 0.21511 -0.44228
H 0.51557 -0.79138 1.41821
H -3.16706 -0.63821 1.40726
C -0.01435 -0.37113 0.63206
H 3.12056 1.27547 -1.85703
C 1.74140 0.53631 -0.91222
O 0.84514 0.01573 -0.28837
N 2.37270 0.68819 -1.92340
C -1.44942 -0.26094 0.51960
N -2.18865 -0.66915 1.44616
*
```

---

(12)
This record from the OMol25 dataset describes an isolated molecule of C3H4N2O. The level of theory is ωB97M-V with the def2-TZVPD basis set.

Values from the calculation:
HOMO, eV: -8.61
SMILES: C=C1N=CNO1
HOMO-LUMO gap, eV: 9.5

```
! RIJCOSX wB97M-V def2-TZVPD def2/J DEFGRID3
* xyz 0 1
C -0.49104 -0.24258 0.33055
H -2.47205 -0.73522 -0.11359
H 2.44004 0.97963 0.26163
C 1.49446 0.46005 0.14928
H 1.14449 0.18800 -1.80616
N 1.30868 -0.37621 -0.96919
O 0.05600 -0.97727 -0.70557
C -1.79823 -0.20084 0.54222
N 0.52028 0.50860 0.96590
H -2.20264 0.39585 1.34493
*
```

---

For each record above, in turn, the calculated relative energy (zero: lowest compared OMol25 entry of this formula, charge and spin) values are 3.6445 6.0055 6.1742 5.0763 3.6263 5.0900 7.6517 1.7855 4.8561 1.9746 6.1537 3.0045 eV.